The following is a DFT calculation (wB97M-V/def2-TZVPD) of a molecular structure, C29H59ClP2Si3Sn in a non-equilibrium geometry.

The frontier orbital gap (spin up / spin down) comes out at 0.1951 / 0.1950 Ha. As for the energy above the lowest of the compared OMol25 structures with the same formula, charge and spin: 0.00 kcal per mole. The LUMO energy (spin up / spin down) is -1.7 / -1.7 eV.

Last column: Löwdin charge in e.
Element x y z (Å)
H  -3.75556  -3.68375  -2.45594  0.08
H  -1.38888  -2.65532  -3.36242  0.08
C  3.99535  -1.46790  0.70297  -0.17
C  -3.19444  -1.62304  0.77103  -0.40
H  -3.75933  -4.57439  -0.33215  0.06
C  -2.30514  1.29905  0.42952  -0.36
C  0.43833  3.52495  3.53999  -0.18
H  -1.66874  -4.11398  -1.65598  0.11
C  4.54125  2.85756  -0.64107  -0.11
C  3.19167  2.21445  -0.97390  -0.53
P  -1.96756  -2.00639  -0.53107  0.97
Si  -3.74425  0.19666  0.89021  0.49
H  -1.32698  -0.87665  -3.37204  0.07
C  -1.47592  1.89635  1.42284  -0.19
H  0.79799  -0.46535  -2.74131  0.01
C  -4.23326  0.57828  2.64645  -0.18
Si  2.56922  -4.15443  2.23406  0.42
H  -0.16653  -5.29905  -0.03291  0.09
C  3.97097  -3.65616  3.34546  -0.18
C  -0.35873  2.52563  0.80148  -0.36
H  -5.61921  1.49064  0.03148  0.04
H  3.78363  0.63769  -2.38506  0.08
C  -1.75133  1.66142  -0.83822  -0.19
H  3.41563  2.49673  2.09617  0.05
H  -4.69863  -2.35415  -3.14940  0.09
H  3.85013  -5.74324  0.95097  0.04
H  0.22171  2.58320  4.05911  0.03
C  -2.76295  -4.68928  0.10963  -0.11
C  0.84602  -1.67493  1.68704  -0.24
Cl  2.47456  -2.78204  -3.57343  -0.32
H  0.68494  -2.19130  -2.19677  -0.08
H  2.53185  -5.13694  -0.09526  0.03
H  -4.84009  0.64292  -1.32084  0.02
C  4.31365  0.00263  0.49175  -0.50
C  -0.55964  2.41628  -0.60941  -0.19
H  4.90156  -2.08272  0.75122  0.08
H  -3.30817  -0.66423  -2.00513  0.07
H  4.80570  0.10199  -0.48469  0.10
H  4.57269  3.30371  0.36101  0.07
H  2.26608  1.25352  2.64632  0.05
H  3.48842  -1.57674  1.66317  0.03
H  -3.46087  0.26700  3.36065  0.03
C  3.29058  -4.84419  0.64567  -0.15
H  6.08210  -0.23638  1.63709  0.09
C  3.19867  1.56917  -2.36333  -0.10
H  4.74329  0.42468  2.58739  0.08
H  2.55507  5.15891  1.45202  0.03
C  5.23509  0.45326  1.61157  -0.11
H  1.69747  4.77574  -0.06492  0.02
C  1.12671  -1.20090  -1.99010  -0.48
C  -2.92597  -1.69282  -2.12183  -0.52
H  -2.47780  -5.74484  0.02625  0.09
H  -4.09055  -2.26053  0.67588  0.05
H  -4.78037  -2.66105  -1.40449  0.07
H  -4.39513  1.65736  2.76747  0.04
H  0.86281  -4.85569  3.82293  0.04
H  2.39828  2.97785  -0.93510  0.07
H  5.63224  1.45541  1.43261  0.06
H  2.18217  1.34135  -2.70716  0.06
H  -2.19394  1.42934  -1.81024  0.09
P  2.67200  0.95958  0.32612  0.98
C  1.51720  -2.66573  1.99155  -0.23
C  1.59718  4.83449  1.02478  -0.17
H  0.84111  5.59741  1.25647  0.04
H  4.74170  3.65589  -1.36800  0.09
H  3.35520  -1.91091  -0.09463  0.07
H  4.43305  -4.57639  3.72407  0.04
H  4.73711  -3.05734  2.83951  0.02
H  3.99107  -4.16023  0.14411  0.03
H  -2.61211  -1.72762  -4.25574  0.09
H  -1.67226  1.88187  2.50139  0.08
H  0.49466  -3.72312  -0.52688  0.06
C  -0.33406  -4.21903  -0.00196  -0.15
H  3.58241  -3.07115  4.18815  0.04
H  0.68335  -5.78116  2.32127  0.03
C  -5.15483  0.54338  -0.27574  -0.18
C  -4.10745  -2.65836  -2.27325  -0.11
H  1.19357  4.07427  4.11631  0.03
H  0.07835  2.86576  -1.37446  0.09
C  -1.68379  -3.86063  -0.58728  -0.52
H  5.35724  2.12954  -0.72965  0.07
C  2.47508  1.97857  1.84042  -0.40
H  -2.80387  -4.43724  1.17457  0.08
C  -2.00120  -1.74165  -3.34261  -0.10
H  -0.48247  4.12225  3.51987  0.04
C  1.41592  -5.37375  3.02990  -0.18
H  3.65184  2.26588  -3.08093  0.09
Sn  0.35978  -0.59456  -0.07317  1.13
H  -5.16743  0.05858  2.89511  0.03
H  -5.91168  -0.24880  -0.20666  0.03
H  -2.70865  -1.88646  1.72583  0.06
H  2.22501  -1.18269  -1.88688  -0.08
H  -0.29277  -3.91350  1.04502  0.04
Si  1.05222  3.23323  1.80575  0.48
H  1.98977  -6.19722  3.46711  0.04